No. 1
5
Properties=species:S:1:pos:R:3 method="wB97M-V/def2-TZVPD" homo_ha="-0.3592 / -0.3568" charge=0 fmax_ha_per_bohr=0.027 relative_energy_kcal_mol=86.59 total_energy_ha=-741.18278
P -0.496 -0.460 -0.118
S -3.484 -0.121 0.129
H -1.024 0.898 0.049
H 0.371 -0.738 0.983
H 0.694 -0.198 -0.760

No. 2
5
Properties=species:S:1:pos:R:3 method="wB97M-V/def2-TZVPD" homo_ha="-0.3368 / -0.3369" charge=0 fmax_ha_per_bohr=0.072 relative_energy_kcal_mol=62.71 total_energy_ha=-741.22083
P 1.149 -0.876 0.148
S -1.821 -0.235 0.033
H 1.669 -0.051 1.321
H 0.852 0.344 -0.713
H -1.848 0.818 -0.789

No. 3
6
Properties=species:S:1:pos:R:3 method="wB97M-V/def2-TZVPD" homo_ha="-0.3330 / -0.3251" charge=0 fmax_ha_per_bohr=0.032 relative_energy_kcal_mol=70.62 total_energy_ha=-1139.41324
P -1.805 -0.656 -0.344
S 1.457 0.109 1.117
S 3.244 -0.041 0.249
H -1.562 0.233 -1.492
H -1.770 0.641 0.204
H 0.436 -0.286 0.267

No. 4
6
Properties=species:S:1:pos:R:3 method="wB97M-V/def2-TZVPD" homo_ha=-0.3403 charge=0 fmax_ha_per_bohr=0.074 relative_energy_kcal_mol=24.20 total_energy_ha=-1139.48722 smiles="S=[PH2]S"
S 0.757 -1.871 -0.794
P 0.382 -0.135 -0.069
S -1.555 0.418 0.243
H 1.190 0.404 1.150
H 0.854 0.958 -0.859
H -2.018 -0.568 -0.976

No. 5
60
Properties=species:S:1:pos:R:3 method="wB97M-V/def2-TZVPD" homo_ha=-0.3977 charge=0 fmax_ha_per_bohr=0.071 relative_energy_kcal_mol=13.57 total_energy_ha=-1528.86134
O -3.168 0.966 2.005
H -4.076 0.764 2.227
H -2.617 0.221 2.252
O 0.232 -5.423 1.338
H 0.417 -6.213 1.896
H 1.027 -4.846 1.362
O -2.238 2.995 -2.224
H -2.447 3.525 -1.445
H -1.578 3.558 -2.708
O 3.479 0.542 0.538
H 3.325 1.080 1.293
H 2.634 0.091 0.441
O 2.292 2.866 2.187
H 1.855 2.673 1.325
H 3.201 2.944 1.830
O 0.207 -0.075 -2.769
H 0.832 0.661 -2.965
H -0.659 0.123 -3.178
O -2.641 0.467 -3.097
H -2.842 1.337 -2.758
H -3.414 0.360 -3.657
O 4.944 1.917 -1.526
H 5.704 1.477 -1.946
H 4.601 1.405 -0.762
O 1.624 2.511 -2.469
H 2.535 2.725 -2.185
H 1.080 2.593 -1.661
O 4.817 -1.846 1.735
H 4.723 -1.107 1.123
H 4.651 -2.647 1.260
O -1.700 -0.826 -0.748
H -1.961 -0.626 -1.628
H -1.571 -1.829 -0.724
O -1.819 -3.781 0.434
H -2.512 -3.980 -0.117
H -1.201 -4.521 0.424
O -1.387 -1.369 2.229
H -0.997 -1.676 3.049
H -1.609 -2.265 1.833
O -2.232 3.377 1.092
H -1.808 3.868 1.800
H -2.534 2.475 1.465
O -4.423 -0.899 0.448
H -5.128 -0.733 -0.147
H -3.530 -0.830 0.032
O -4.681 -3.565 -0.829
H -4.397 -2.673 -0.468
H -5.326 -3.866 -0.132
O 2.102 -3.261 1.373
H 1.888 -2.507 0.846
H 2.370 -2.928 2.223
O 0.107 2.321 0.077
H -0.033 1.381 -0.319
H -0.756 2.510 0.553
O 0.952 -0.982 0.061
H 0.169 -0.916 0.615
H 0.702 -0.773 -0.815
O 4.003 4.315 0.215
H 4.396 3.761 -0.480
H 4.416 5.154 0.175

No. 6
63
Properties=species:S:1:pos:R:3 method="wB97M-V/def2-TZVPD" homo_ha=-0.3904 charge=0 fmax_ha_per_bohr=0.037 relative_energy_kcal_mol=71.36 total_energy_ha=-1605.31038
O 2.573 1.563 -1.735
H 3.415 1.233 -1.393
H 2.302 2.370 -1.246
O -0.006 0.688 -2.178
H -0.427 1.572 -2.015
H 0.939 0.974 -2.336
O -1.664 -1.066 -3.179
H -1.604 -1.896 -2.697
H -1.201 -0.300 -2.782
O -4.285 -1.375 0.843
H -4.052 -1.031 -0.090
H -3.835 -2.224 0.900
O -0.845 3.134 -1.412
H -1.736 3.408 -1.662
H -0.825 3.264 -0.444
O -3.318 2.471 -0.721
H -3.952 3.112 -0.384
H -3.131 1.913 0.095
O -3.881 -0.620 -1.690
H -3.037 -0.700 -2.187
H -4.119 0.313 -1.612
O -0.323 -4.124 0.829
H -0.319 -3.526 0.025
H -0.302 -5.058 0.594
O 4.428 0.870 0.447
H 4.671 -0.045 0.244
H 5.196 1.423 0.607
O 4.455 -1.919 0.330
H 3.876 -2.189 -0.389
H 4.166 -2.335 1.156
O 2.107 -2.690 1.788
H 1.505 -1.928 1.907
H 1.419 -3.371 1.686
O -0.474 2.435 4.392
H 0.281 2.578 4.968
H -0.168 1.733 3.805
O 2.083 -2.045 -2.212
H 2.281 -1.352 -2.892
H 2.282 -2.953 -2.455
O -1.595 -2.749 2.750
H -2.200 -3.247 3.303
H -1.158 -3.424 2.180
O 1.791 3.636 -0.206
H 1.890 3.135 0.620
H 2.516 4.271 -0.157
O 0.185 0.117 0.476
H -0.780 0.027 0.600
H 0.205 0.541 -0.438
O 2.633 -0.122 -3.881
H 2.492 0.708 -3.393
H 3.508 -0.042 -4.271
O 2.019 1.587 1.507
H 1.272 0.942 1.479
H 2.676 1.121 0.963
O -2.822 0.790 1.185
H -2.873 1.241 2.052
H -3.218 -0.103 1.054
O -3.096 2.092 3.520
H -3.286 1.354 4.100
H -2.192 2.405 3.646
O -0.244 -2.296 -0.980
H 0.622 -2.239 -1.497
H -0.174 -1.483 -0.427

No. 7
63
Properties=species:S:1:pos:R:3 method="wB97M-V/def2-TZVPD" homo_ha=-0.3686 charge=0 fmax_ha_per_bohr=0.102 relative_energy_kcal_mol=253.99 total_energy_ha=-1605.01934
O -3.089 1.861 -3.938
H -3.825 1.963 -3.367
H -2.433 2.437 -3.572
O -0.051 1.860 -1.752
H -0.904 2.227 -1.852
H 0.145 1.917 -0.844
O -1.770 -2.969 -3.619
H -2.070 -2.803 -4.495
H -1.237 -2.216 -3.261
O -2.082 0.557 2.405
H -2.332 -0.411 2.388
H -1.291 0.567 1.868
O -3.329 -1.851 0.313
H -2.943 -1.361 -0.425
H -4.263 -1.624 0.333
O 4.436 -1.447 -2.081
H 3.888 -1.961 -1.364
H 4.871 -0.760 -1.590
O -1.929 -2.734 2.511
H -2.230 -2.326 1.685
H -2.074 -3.677 2.394
O 1.013 -4.338 -3.246
H 1.091 -3.413 -2.971
H 0.600 -4.631 -2.394
O -2.292 -0.588 -3.198
H -2.910 0.017 -2.832
H -1.804 0.187 -3.579
O 1.347 1.231 0.426
H 1.179 0.688 1.251
H 1.234 0.776 -0.458
O 4.502 1.920 -0.962
H 4.528 2.283 -0.084
H 4.472 2.774 -1.486
O -1.461 2.672 0.805
H -2.058 2.477 1.467
H -0.528 2.714 0.722
O 3.804 -1.516 3.187
H 3.053 -2.123 2.977
H 4.522 -1.787 2.641
O 1.850 -2.731 2.055
H 1.502 -3.498 2.442
H 1.764 -2.559 1.041
O -0.100 2.152 3.072
H -0.534 2.308 3.896
H 0.524 2.879 3.226
O 0.992 4.004 -2.394
H 0.375 4.461 -2.910
H 1.235 3.140 -2.728
O -4.470 0.772 1.343
H -4.202 1.670 1.120
H -3.854 0.549 2.122
O 0.079 -1.427 3.230
H 0.243 -1.565 4.201
H -0.627 -0.766 3.172
O -0.122 -1.031 0.946
H -0.834 -1.499 0.633
H 0.542 -1.261 1.579
O 2.669 3.963 1.603
H 2.090 3.506 0.989
H 3.569 3.881 1.493
O 0.431 -1.596 -1.436
H 0.990 -1.175 -0.814
H 0.113 -0.773 -1.884

No. 8
64
Properties=species:S:1:pos:R:3 method="wB97M-V/def2-TZVPD" homo_ha=-0.4366 charge=+1 fmax_ha_per_bohr=0.268 relative_energy_kcal_mol=189.38 total_energy_ha=-1605.37933
O 1.800 -0.756 0.719
H -3.805 -0.333 2.723
H 1.357 -0.081 1.306
O -0.667 4.438 0.383
H -1.359 3.815 0.620
H 1.916 -0.322 -0.199
O 3.951 -2.525 2.479
H 4.707 -2.204 2.044
H 1.456 0.428 -4.272
O -0.579 -4.228 0.787
H 0.112 0.703 -4.786
H -1.102 1.023 2.042
O -0.089 1.354 0.445
H -2.919 3.055 1.281
H 0.250 2.221 0.746
O 0.549 0.614 -4.018
H -0.506 -5.119 1.120
H 1.648 3.447 0.620
O 0.094 2.292 3.721
H 0.164 1.360 -0.523
H 0.990 2.002 3.208
O 4.208 -2.079 -0.512
H 3.889 -1.124 -0.944
H 3.272 -2.471 -0.560
O -4.126 0.025 -0.164
H -3.671 0.651 0.075
H -5.024 0.362 -0.075
O -2.199 2.814 1.850
H -3.669 0.643 3.931
H -2.040 3.489 2.418
O -1.524 -1.163 0.184
H -1.501 -1.897 0.887
H -0.486 -1.077 0.189
O -0.514 -3.826 -2.768
H -1.218 -3.657 -2.196
H -0.146 -2.874 -2.831
O -4.294 2.612 0.001
H -1.990 -0.295 0.665
H -4.391 2.571 -0.889
O 2.336 3.010 1.034
H 2.661 3.634 1.635
H 0.541 0.029 -2.549
O 3.861 1.914 -2.064
H 3.515 2.270 -1.275
H -1.179 5.203 0.208
O -2.726 -1.947 -2.677
H -0.374 -4.120 -0.191
O 2.049 -3.328 0.783
H 2.421 -3.781 0.148
H 1.640 -2.690 0.364
O 0.224 -0.203 -1.691
H -0.375 -0.975 -2.027
H -5.163 2.618 0.432
O -1.679 0.277 2.261
H 0.161 3.178 3.878
H -2.333 0.730 2.771
O 3.968 -0.353 -3.554
H 4.135 -1.301 -3.510
H 4.637 0.037 -2.837
O -4.180 0.487 3.113
H 3.239 -2.333 1.879
H 3.269 2.219 -2.729
H -3.224 -2.001 -1.931
H -3.220 -2.460 -3.374